Arrangement w

Density functional theory data (wB97M-V/def2-TZVPD) for 2 unconnected molecules or ions with the total composition C3H9NS.

Last column: Mulliken charge in e.
Positions of all 14 atoms, in Å:
H1 -1.6303 2.4343 -3.5070  0.297
H2 4.2116 -3.6643 1.1664  0.243
H3 2.0670 -3.3048 1.7193  0.219
S1 -1.6873 0.9074 -0.0540  -0.207
C1 -2.0086 2.2021 -1.3408  -0.502
H4 -1.1147 0.9006 -2.8048  0.301
H5 -1.6339 3.0816 -0.8275  0.289
H6 -0.8829 1.6995 0.6256  0.112
H7 -3.0875 2.2435 -1.4521  0.304
H8 -0.2381 2.4569 -2.4984  0.251
N1 4.1488 -3.2505 2.1021  -0.470
H9 2.6739 -3.0850 3.4558  0.240
C2 -1.2050 1.9678 -2.6161  -0.844
C3 2.9153 -3.2035 2.3973  -0.232

Computed properties:
HOMO level = -9.15 eV
gap between HOMO and LUMO = 9.93 eV
E_LUMO = 0.778 eV

=====

Arrangement x

Density functional theory data (wB97M-V/def2-TZVPD) for C3H9NS in the gas phase.

Last column: Mulliken charge in e.
Positions of all 14 atoms, in Å:
H1 1.9398 1.7074 1.0739  0.263
H2 -0.9919 0.7838 0.6760  0.199
C1 -1.1670 -0.9603 -0.4657  -0.983
C2 1.9860 0.7733 0.5024  -0.963
H3 -0.5906 -1.7092 -1.0225  0.390
H4 -0.1612 -0.5371 1.4206  0.396
H5 0.8559 0.3502 -1.2336  0.238
H6 -1.7276 -1.6563 0.1627  0.342
H7 2.7566 1.0190 -0.2236  0.331
H8 2.3438 -0.0538 1.1123  0.312
N1 0.7871 0.5061 -0.2447  -0.235
S1 -2.3846 -0.2127 -1.5728  -0.169
C3 -0.3466 -0.0660 0.4521  -0.232
H9 -3.2998 0.0557 -0.6372  0.113

Computed properties:
HOMO level = -8.26 eV
gap between HOMO and LUMO = 9.28 eV
E_LUMO = 1.022 eV

=====

Which one sits at the top of the stability order? arrangement x does.

=====

Arrangement w

Density functional theory data (wB97M-V/def2-TZVPD) for 2 unconnected molecules or ions with the total composition C3H9NS.

Last column: Mulliken charge in e.
Positions of all 14 atoms, in Å:
H1 1.8063 1.1254 0.3136  0.217
C1 -0.7417 -0.8484 -0.8284  -0.908
H2 -2.9252 -0.1073 1.9639  0.318
C2 2.0534 1.2949 -0.7476  -0.224
S1 -1.2910 0.4978 0.2686  -0.091
H3 -1.2005 -0.6326 2.3280  0.251
H4 1.1947 1.6240 -1.3235  0.262
N1 3.2233 1.0906 -1.1710  -0.526
H5 -0.0228 -0.4186 -1.5188  0.308
H6 3.9654 1.4023 -0.5524  0.266
C3 -1.9990 -0.5364 1.5974  -0.785
H7 -1.6159 -1.3190 -1.2637  0.362
H8 -2.2152 -1.5317 1.2120  0.262
H9 -0.2317 -1.6409 -0.2781  0.287

Computed properties:
HOMO level = -8.63 eV
gap between HOMO and LUMO = 9.55 eV
E_LUMO = 0.921 eV

=====

Arrangement x

Density functional theory data (wB97M-V/def2-TZVPD) for 2 unconnected molecules or ions with the total composition C3H9NS.

Last column: Mulliken charge in e.
Positions of all 14 atoms, in Å:
H1 0.0052 1.5417 -0.8265  0.344
C1 1.9278 0.5303 -0.8279  -0.278
H2 0.4797 0.9395 0.7612  0.260
H3 1.2561 2.3791 0.0549  0.328
H4 -2.1067 -2.3093 0.5013  0.260
N1 -1.9113 -0.5259 1.5867  -0.502
C2 -2.4905 -1.3345 0.8139  -0.275
H5 -1.0120 -0.9041 1.8899  0.265
S1 1.2964 -1.0520 -1.4807  -0.208
H6 2.7180 0.2942 -0.1163  0.299
H7 2.3660 1.0780 -1.6576  0.305
H8 0.0773 -0.9417 -0.9392  0.047
H9 -3.4657 -1.0759 0.4014  0.260
C3 0.8597 1.3808 -0.1611  -1.107

Computed properties:
HOMO level = -9.06 eV
gap between HOMO and LUMO = 9.95 eV
E_LUMO = 0.887 eV

=====

Arrangement y

Density functional theory data (wB97M-V/def2-TZVPD) for 2 unconnected molecules or ions with the total composition C3H9NS.

Last column: Mulliken charge in e.
Positions of all 14 atoms, in Å:
C1 -1.8794 1.4736 -0.1853  -0.342
H1 0.5644 -1.2581 -1.4063  0.321
H2 1.7925 -0.6395 1.4400  0.301
H3 2.2338 -1.4751 -0.9419  0.329
H4 -1.7322 0.7844 -1.0279  0.286
S1 1.6112 0.8686 -1.1376  -0.151
H5 -1.2850 2.3722 -0.3714  0.304
H6 0.5598 1.2248 -0.4072  -0.008
H7 -2.7730 0.2791 0.9216  0.261
H8 0.0485 -0.7010 1.0060  0.221
C2 1.0524 -1.0922 0.7889  -0.910
H9 0.9287 -2.1369 1.0911  0.317
N1 -2.4359 1.2418 0.9225  -0.489
C3 1.3141 -0.9418 -0.6922  -0.442

Computed properties:
HOMO level = -9.19 eV
gap between HOMO and LUMO = 10.08 eV
E_LUMO = 0.885 eV

=====

Arrangement z

Density functional theory data (wB97M-V/def2-TZVPD) for C3H9NS in the gas phase.

Last column: Mulliken charge in e.
Positions of all 14 atoms, in Å:
N1 0.5431 0.2972 0.9475  -0.262
S1 -0.9703 -1.4593 -0.8416  -0.111
H1 2.1216 0.8751 -0.2280  0.237
H2 2.3638 -0.6948 0.6312  0.322
H3 -1.8833 0.1227 -2.6486  0.351
C1 1.9336 0.2654 0.7210  -0.765
C2 -0.4054 -0.7732 0.8107  -0.592
H4 -0.7491 1.0357 -1.5422  0.195
C3 -1.5476 0.1786 -1.6064  -0.859
H5 -1.3528 -0.4783 1.3182  0.381
H6 2.4981 0.8648 1.5263  0.236
H7 -2.5105 0.3040 -1.2037  0.303
H8 -0.1128 -1.7054 1.2971  0.320
H9 0.0716 1.1676 0.8185  0.245

Computed properties:
HOMO level = -8.42 eV
gap between HOMO and LUMO = 9.35 eV
E_LUMO = 0.925 eV

=====

Which one sits at the top of the stability order? arrangement x does.

=====

Arrangement w

Density functional theory data (wB97M-V/def2-TZVPD) for 2 unconnected molecules or ions with the total composition C4H14N3.

Last column: Mulliken charge in e.
Positions of all 21 atoms, in Å:
N1 -1.2964 1.6403 0.8428  -0.183
H1 1.0360 -0.5522 -2.3174  0.272
H2 2.6855 -1.0595 -2.5612  0.296
N2 -0.5234 -1.7338 -0.4530  -0.464
H3 -2.0485 0.8255 2.6554  0.344
H4 -1.9414 1.1896 0.1906  0.363
H5 0.7134 2.2164 0.8995  0.358
C1 1.9279 -0.9376 -1.7938  -0.750
C2 -1.1463 0.7779 2.0546  -0.703
H6 -0.5763 -1.0721 -1.2145  0.162
C3 0.6841 -2.4572 -0.4867  0.086
C4 -0.0147 1.9530 0.1361  -0.675
H7 -1.7703 2.5200 1.0560  0.378
H8 2.2691 -0.2333 -1.0399  0.214
H9 0.3566 1.0743 -0.3840  0.142
H10 0.7472 -3.2014 0.3077  0.376
H11 -0.2642 1.1023 2.5964  0.317
N3 1.6722 -2.2658 -1.2426  -0.422
H12 -0.9813 -0.2382 1.7019  0.275
H13 -0.1783 2.7580 -0.5737  0.362
H14 -1.3507 -2.3061 -0.3742  0.252

Computed properties:
HOMO level = -11.91 eV
charge = +1
gap between HOMO and LUMO = 8.29 eV
E_LUMO = -3.622 eV

=====

Arrangement x

Density functional theory data (wB97M-V/def2-TZVPD) for 2 unconnected molecules or ions with the total composition C4H14N3.

Last column: Mulliken charge in e.
Positions of all 21 atoms, in Å:
H1 1.2675 -3.2220 -1.2292  0.278
C1 1.5154 -2.1600 -1.1906  -0.770
C2 -1.0713 2.8918 1.4692  -0.878
H2 -1.6535 -1.9355 -0.3312  0.350
H3 -0.7529 -3.2066 -1.2190  0.273
H4 2.0375 -1.8648 -2.1117  0.364
H5 -0.6448 0.4271 -0.7501  0.427
H6 2.1887 -1.9615 -0.3463  0.343
H7 -1.4031 3.6279 0.7358  0.306
C3 -0.9881 -2.1414 -1.1795  -0.755
H8 -0.4254 0.5693 2.0785  0.266
N1 0.4063 1.1091 1.8362  -0.590
H9 -1.9045 2.2308 1.7276  0.313
N2 0.2692 -1.4204 -1.0257  0.103
H10 -1.5124 -1.8449 -2.0989  0.354
H11 1.0713 0.4962 1.3689  0.281
H12 -0.7156 3.4077 2.3725  0.335
H13 0.7958 2.6536 0.6807  0.236
N3 -0.0259 2.0816 0.8590  -0.187
C4 0.2913 -0.1265 -0.8252  -0.597
H14 1.2546 0.3886 -0.8211  0.546

Computed properties:
HOMO level = -11.84 eV
charge = +1
gap between HOMO and LUMO = 6.91 eV
E_LUMO = -4.928 eV

=====

Which one sits at the top of the stability order? arrangement w does.